Entry 1:
# C8H13F3I2NO

A structure of composition C8H13F3I2NO at a distorted geometry (the ωB97M-V functional and the def2-TZVPD basis, the Open Molecules 2025 dataset).

Total energy: -1337.258099 Eh
Highest occupied orbital energy (spin up / spin down): -0.45385 / -0.45380 Ha
Frontier orbital gap (spin up / spin down): 8.170 / 8.171 eV
Net charge: +1
Molecular weight: 450.0 u

Last column: Mulliken charge in e.
Positions of all 28 atoms, in Å:
H1 0.139 -3.679 -1.468  0.44
N1 0.209 -0.262 -0.647  0.56
H2 0.720 -0.567 -2.884  0.54
H3 -1.758 0.064 -0.136  0.45
C1 -0.172 1.113 1.888  0.44
H4 -1.106 1.572 1.728  0.20
C2 0.050 -0.750 -2.010  -0.61
H5 1.059 -0.746 -0.209  -0.05
H6 -1.712 -0.289 -2.790  0.34
C3 -0.518 -0.336 1.639  -1.27
I1 2.185 -2.855 0.006  0.14
H7 0.153 -1.034 2.005  0.42
H8 -1.322 -0.643 2.262  0.52
C4 0.832 1.582 0.783  -0.98
H9 1.007 2.623 0.813  0.47
O1 -1.256 -0.921 -2.266  -0.45
H10 1.820 1.134 1.097  0.37
F1 -0.711 1.390 4.116  -0.27
C5 0.596 1.226 -0.623  -0.86
I2 1.816 -3.371 -3.589  0.20
F2 1.332 0.735 3.719  -0.24
F3 0.794 2.753 3.258  -0.29
C6 -0.964 -0.581 0.203  -0.65
H11 -1.330 -1.582 0.020  0.50
H12 -0.217 1.807 -0.927  0.45
C7 0.942 -2.930 -1.733  -0.61
C8 0.328 1.443 3.223  0.75
H13 1.423 1.452 -1.252  0.47

Cartesian forces (eV/Å) of the 2 atoms listed first:
H 0.684 1.165 -0.568
N 2.352 0.656 -1.280

=====

Entry 2:
# C8H13FeNP

A structure of composition C8H13FeNP at a distorted geometry (the ωB97M-V functional and the def2-TZVPD basis, the Open Molecules 2025 dataset).

2S+1: 6
Total energy: -1972.214780 Eh
Highest occupied orbital energy (spin up / spin down): -0.16139 / -0.25434 Ha
Frontier orbital gap (spin up / spin down): 4.718 / 6.446 eV
Net charge: 0
Molecular weight: 210.0 u

Last column: Mulliken charge in e.
Positions of all 24 atoms, in Å:
C1 -0.573 0.256 -2.619  0.08
C2 0.534 0.520 4.144  -1.10
H1 -0.113 -3.855 0.160  0.10
C3 -0.602 -0.138 3.326  -0.18
H2 0.420 0.399 5.229  0.32
H3 -2.294 1.719 -2.954  0.38
H4 0.579 1.595 3.944  0.32
H5 -1.570 0.358 3.514  0.25
H6 1.111 -3.889 -1.664  0.09
C4 -0.244 -0.078 1.917  0.21
N1 0.246 -0.215 0.862  -0.17
C5 0.890 0.601 -2.441  -0.30
Fe1 0.662 -1.099 -0.839  0.02
H7 1.806 2.637 -2.098  0.41
P1 0.053 -3.145 -1.063  -0.16
C6 -1.283 1.525 -2.598  -0.78
H8 1.749 -0.025 -2.790  0.39
C7 -0.399 2.586 -2.250  -0.49
H9 -1.064 -3.594 -1.818  0.07
H10 -0.675 3.642 -2.168  0.41
H11 -0.918 -0.690 -3.094  0.32
H12 1.489 0.054 3.876  0.33
C8 0.904 2.045 -2.169  -0.78
H13 -0.709 -1.206 3.594  0.25

Cartesian forces (eV/Å) of the 2 atoms listed first:
C 1.194 1.318 -0.857
C 0.154 -0.004 0.187

=====

Entry 3:
# C8H13INO

A cluster of 2 separate species, C8H13INO in total at a distorted geometry (the ωB97M-V functional and the def2-TZVPD basis, the Open Molecules 2025 dataset).

Total energy: -740.208779 Eh
Highest occupied orbital energy: -0.12745 Ha
Frontier orbital gap: 6.340 eV
Net charge: -1
Molecular weight: 266.1 u

Last column: Mulliken charge in e.
Positions of all 24 atoms, in Å:
H1 -0.894 0.230 -2.780  0.40
H2 -0.093 -0.464 2.298  0.43
H3 2.976 -0.559 1.784  0.26
H4 3.229 -1.613 0.487  0.38
C1 1.275 -0.860 0.496  1.48
C2 -1.681 0.528 -1.992  -1.02
C3 -1.090 0.132 0.531  0.83
H5 2.318 0.604 -0.637  0.29
H6 -1.315 1.566 2.179  0.36
H7 -0.189 1.992 0.881  0.31
C4 -0.075 -0.652 1.230  -0.21
C5 1.642 -0.364 -0.823  -1.20
N1 0.329 -1.903 0.553  -0.59
C6 -1.224 1.571 1.124  -1.46
O1 -0.617 -1.597 -0.785  -0.40
H8 -2.643 0.101 -2.497  0.23
C7 -1.248 -0.323 -0.758  0.09
H9 -1.815 2.325 0.631  0.30
H10 2.278 -1.064 -1.430  0.38
H11 2.197 -2.076 1.940  0.44
I1 -4.923 1.951 -0.564  -0.94
C8 2.449 -1.354 1.183  -1.77
H12 0.744 0.187 -1.229  0.16
H13 -1.631 1.645 -1.823  0.24

Cartesian forces (eV/Å) of the 2 atoms listed first:
H -0.827 0.705 0.957
H 0.401 -0.934 0.244

=====

Entry 4:
# C8H13N2

A structure of composition C8H13N2 at a distorted geometry (the ωB97M-V functional and the def2-TZVPD basis, the Open Molecules 2025 dataset).

Total energy: -421.742205 Eh
Highest occupied orbital energy (spin up / spin down): -0.44736 / -0.44734 Ha
Frontier orbital gap (spin up / spin down): 7.362 / 7.361 eV
Net charge: +1
Molecular weight: 137.2 u

Last column: Mulliken charge in e.
Positions of all 23 atoms, in Å:
H1 4.063 3.265 -2.941  0.36
H2 4.588 1.959 -2.046  0.32
H3 -3.593 -2.213 2.944  0.21
H4 1.812 0.483 -1.999  0.30
C1 -2.301 -1.076 -0.416  -1.05
H5 -0.842 -2.516 3.706  0.32
C2 0.403 1.610 -0.851  -0.29
H6 3.472 1.638 -3.267  0.33
H7 -3.413 -0.907 -0.197  0.33
N1 -1.213 -2.198 1.723  -0.42
H8 2.369 3.592 -1.402  0.33
C3 2.513 2.538 -1.615  0.07
C4 -1.528 0.037 -0.554  0.47
H9 -0.168 -2.270 1.659  0.22
C5 -0.474 0.660 -0.639  -0.17
C6 -1.558 -2.260 2.954  0.14
H10 -2.107 -1.814 -1.115  0.36
C7 3.705 2.344 -2.493  -1.18
H11 -2.908 -2.913 4.285  0.24
H12 0.215 2.614 -0.391  0.29
H13 -1.918 -1.721 0.692  0.27
C8 1.674 1.483 -1.523  -0.10
N2 -2.791 -2.335 3.485  -0.35

Cartesian forces (eV/Å) of the 2 atoms listed first:
H -0.292 0.259 -0.156
H 0.669 -0.480 1.045

=====

Entry 5:
# C8H13N2O11S3

A structure of composition C8H13N2O11S3 at a distorted geometry (the ωB97M-V functional and the def2-TZVPD basis, the Open Molecules 2025 dataset).

Total energy: -2444.348111 Eh
Highest occupied orbital energy: -0.20484 Ha
Frontier orbital gap: 7.851 eV
Net charge: -1
Molecular weight: 409.4 u

Last column: Mulliken charge in e.
Positions of all 37 atoms, in Å:
S1 -1.601 1.361 1.478  1.28
H1 1.885 0.058 -0.110  0.32
O1 -2.380 0.713 0.424  -0.57
H2 -4.016 -3.844 -2.658  0.29
H3 -3.157 -2.750 -4.653  0.30
C1 0.300 -0.781 1.179  0.21
C2 1.748 -0.716 0.654  -0.53
C3 3.471 0.520 1.643  0.77
N1 0.352 4.581 -0.125  -0.68
O2 1.884 4.691 1.706  -0.45
O3 3.041 1.634 1.563  -0.41
H4 0.283 -1.671 1.835  0.44
H5 1.916 -1.683 0.146  0.32
H6 -1.544 -2.547 -3.927  0.27
O4 -4.150 -1.123 -0.991  -0.61
O5 0.617 2.062 -0.440  -0.56
O6 2.695 -0.590 1.748  -0.38
H7 -0.379 -1.006 0.366  -0.24
H8 5.314 0.213 0.591  0.26
C4 1.158 4.583 0.798  0.83
H9 5.454 1.293 1.979  0.32
O7 -2.612 -2.999 -1.429  -0.35
H10 0.699 1.192 2.103  0.24
O8 -1.299 3.185 -1.403  -0.72
C5 -0.097 0.441 2.018  -0.86
C6 -2.618 -2.579 -3.723  -0.34
H11 -2.382 -4.538 -2.799  0.30
O9 -3.001 -1.332 -3.152  -0.35
H12 5.347 -0.441 2.305  0.32
N2 -1.236 2.923 1.136  -0.64
H13 -0.302 0.101 3.041  0.48
C7 5.003 0.356 1.634  -1.13
S2 -0.440 3.039 -0.267  1.29
O10 -2.432 1.397 2.676  -0.84
C8 -2.947 -3.617 -2.668  -0.34
S3 -2.875 -1.400 -1.538  1.16
O11 -1.701 -0.729 -1.140  -0.40

Cartesian forces (eV/Å) of the 2 atoms listed first:
S -3.324 -0.035 0.941
H -0.032 0.169 0.544

=====

Entry 6:
# C8H13N2OPS

An isolated molecule of C8H13N2OPS at a distorted geometry (the ωB97M-V functional and the def2-TZVPD basis, the Open Molecules 2025 dataset).

Total energy: -1236.917432 Eh
Highest occupied orbital energy: -0.28749 Ha
Frontier orbital gap: 8.250 eV
Net charge: 0
SMILES string: CNP(=S)(NC)Oc1ccccc1
Molecular weight: 216.2 u

Last column: Mulliken charge in e.
Positions of all 26 atoms, in Å:
C1 0.652 -1.634 1.184  -0.25
H1 1.941 -1.351 4.396  0.24
H2 1.884 -2.999 2.481  0.24
P1 0.005 -0.084 -1.842  0.60
N1 0.911 1.280 -1.738  -0.28
H3 -2.962 -1.158 -2.619  0.38
H4 0.688 -2.257 0.271  0.24
N2 -1.456 0.330 -2.351  -0.20
C2 1.366 -1.974 2.320  -0.53
C3 0.666 0.084 3.457  -0.49
H5 0.571 1.961 0.282  0.19
H6 -0.336 2.697 -0.958  0.27
C4 0.645 2.340 -0.777  -0.77
S1 0.809 -1.640 -2.590  -0.39
H7 -3.041 -0.067 -3.764  0.32
H8 1.231 3.195 -0.987  0.43
C5 1.419 -1.101 3.412  -0.32
O1 -0.820 -0.123 0.128  -0.62
C6 -0.040 0.476 2.321  -0.11
H9 -1.742 -1.205 -3.762  0.32
H10 0.703 0.642 4.420  0.31
H11 1.877 1.003 -1.854  0.29
H12 -2.042 0.996 -1.793  0.30
C7 -2.284 -0.542 -3.128  -0.97
H13 -0.567 1.557 2.317  0.24
C8 -0.078 -0.426 1.178  0.55

Cartesian forces (eV/Å) of the 2 atoms listed first:
C 0.035 0.213 -0.067
H -0.566 -0.025 -1.704

=====

Entry 7:
# C8H13N2S

A structure of composition C8H13N2S at a distorted geometry (the ωB97M-V functional and the def2-TZVPD basis, the Open Molecules 2025 dataset).

2S+1: 3
Total energy: -819.845082 Eh
Highest occupied orbital energy (spin up / spin down): -0.36731 / -0.46413 Ha
Frontier orbital gap (spin up / spin down): 7.391 / 6.118 eV
Net charge: +1
Molecular weight: 169.3 u

Last column: Mulliken charge in e.
Positions of all 24 atoms, in Å:
H1 3.997 -0.097 0.620  0.24
H2 4.130 0.538 -1.088  0.41
C1 -3.404 -1.581 -0.430  -0.64
C2 -1.503 -0.095 -0.127  -0.73
C3 1.450 0.778 0.916  -0.63
H3 -4.136 -1.488 -1.165  0.31
H4 -0.974 0.773 0.161  0.47
H5 1.916 -1.113 1.812  0.48
H6 -2.453 -2.083 -0.771  0.17
C4 2.456 1.271 0.175  -0.38
H7 0.854 1.546 1.475  0.48
H8 -1.038 -0.474 -1.089  0.43
S1 -0.377 -1.398 1.008  -0.18
C5 1.280 -0.661 1.033  0.15
C6 2.657 -0.920 -0.991  -0.48
H9 -3.827 -2.242 0.325  0.32
C7 1.639 -1.472 -0.325  0.33
H10 -3.390 0.237 0.728  0.27
N1 -2.792 -0.349 0.108  -0.15
H11 0.403 -3.162 -0.704  0.27
H12 2.606 2.399 0.051  0.37
H13 2.853 -1.105 -2.079  0.36
N2 0.430 -2.171 -0.424  -0.16
C8 3.414 0.190 -0.362  -0.70

Cartesian forces (eV/Å) of the 2 atoms listed first:
H -0.843 0.020 -1.949
H 0.310 0.382 0.016

=====

Entry 8:
# C8H13N3O

A cluster of 2 separate species, C8H13N3O in total at a distorted geometry (the ωB97M-V functional and the def2-TZVPD basis, the Open Molecules 2025 dataset).

Total energy: -551.905685 Eh
Highest occupied orbital energy (spin up / spin down): -0.29864 / -0.26501 Ha
Frontier orbital gap (spin up / spin down): 8.198 / 6.230 eV
Net charge: 0
Molecular weight: 167.2 u

Last column: Mulliken charge in e.
Positions of all 25 atoms, in Å:
C1 3.397 1.629 -0.199  -0.14
C2 2.195 -2.528 -0.393  -0.84
H1 -0.406 0.160 -1.890  0.30
H2 3.524 2.661 -0.523  0.40
C3 -1.307 0.475 -1.192  -1.73
C4 3.906 -0.273 0.603  0.03
C5 -0.914 -0.733 0.930  -0.75
H3 4.266 -1.239 0.934  0.34
H4 -1.289 -1.952 -0.440  0.35
C6 -1.038 0.612 0.298  1.29
H5 -2.930 0.654 0.912  0.38
H6 -1.659 1.464 -1.727  0.32
H7 -0.078 1.295 0.588  0.15
C7 -2.220 1.442 0.857  -1.59
H8 -1.861 1.827 1.846  0.34
H9 -2.062 -0.182 -1.444  0.59
H10 -2.427 2.157 0.186  0.49
C8 1.755 -1.360 -0.012  0.16
H11 3.210 -2.857 -0.580  0.30
H12 -0.642 -0.892 1.888  0.70
H13 1.473 -3.408 -0.541  0.18
O1 -1.346 -1.909 0.509  -0.45
N1 2.613 -0.295 0.055  0.45
N2 4.331 0.978 0.558  -0.64
N3 2.301 0.905 -0.439  -0.63

Cartesian forces (eV/Å) of the 2 atoms listed first:
C -0.593 -0.546 0.983
C -1.604 -3.151 -0.328

=====

Q: Which of these has the lowest molecular weight?
A: C8H13N2